9 unconnected molecules or ions with the total composition C47H50N10 at a distorted geometry, computed with ωB97M-V/def2-TZVPD.

Computed properties:
HOMO-LUMO gap (Ha): 0.364
F_max (eV/Å): 12.47
SMILES: CCC[C@H](C#N)CC#N.c1ccncc1.c1ccncc1.c1ccncc1.c1ccncc1.c1ccncc1.c1ccncc1.c1ccncc1.c1ccncc1
Calculated total energy (Eh): -2368.25853
Relative energy (zero: lowest compared OMol25 entry of this formula, charge and spin) (kcal/mol): 127.1

The geometry in ORCA input format:
```
! RIJCOSX wB97M-V def2-TZVPD def2/J DEFGRID3
* xyz 0 1
C 5.73 3.02 -1.48
C 4.73 3.88 -2.51
C 3.48 4.52 -1.66
C 1.99 4.03 -2.14
C 0.91 4.46 -0.99
N 0.14 4.68 0.05
C 1.85 2.43 -2.47
C 2.62 1.48 -1.34
N 3.28 0.57 -0.70
H 5.09 2.63 -0.55
H 6.11 2.08 -2.10
H 6.65 3.67 -1.10
H 4.42 3.16 -3.38
H 5.41 4.73 -3.00
H 3.59 4.37 -0.50
H 3.52 5.70 -1.85
H 1.72 4.61 -3.13
H 2.12 2.13 -3.58
H 0.70 2.16 -2.35
C 2.51 -4.13 -1.26
C 2.37 -2.75 -1.11
C 1.11 -2.23 -0.88
N -0.01 -2.99 -0.80
C 0.15 -4.32 -0.95
C 1.37 -4.93 -1.18
H 3.48 -4.57 -1.44
H 3.23 -2.09 -1.16
H 0.95 -1.17 -0.75
H -0.76 -4.91 -0.88
H 1.44 -6.01 -1.29
C 6.66 8.06 1.47
C 5.94 8.61 0.41
C 5.11 7.77 -0.32
N 4.96 6.45 -0.05
C 5.66 5.95 0.98
C 6.52 6.71 1.77
H 7.32 8.69 2.07
H 6.03 9.66 0.15
H 4.53 8.15 -1.15
H 5.52 4.89 1.17
H 7.06 6.26 2.59
C 6.14 -2.15 2.30
C 5.60 -1.41 1.26
C 5.73 -1.90 -0.03
N 6.37 -3.05 -0.34
C 6.89 -3.75 0.69
C 6.80 -3.35 2.02
H 6.05 -1.81 3.33
H 5.08 -0.48 1.45
H 5.32 -1.36 -0.88
H 7.40 -4.67 0.42
H 7.24 -3.95 2.81
C -3.50 -6.16 0.26
C -3.63 -4.79 0.41
C -4.90 -4.27 0.64
N -6.01 -5.03 0.72
C -5.85 -6.36 0.57
C -4.63 -6.97 0.34
H -2.52 -6.60 0.08
H -2.77 -4.13 0.36
H -5.05 -3.20 0.77
H -6.76 -6.95 0.64
H -4.56 -8.04 0.23
C 1.03 -2.09 -6.45
C 0.71 -2.39 -5.13
C 0.49 -1.34 -4.25
N 0.58 -0.04 -4.61
C 0.89 0.22 -5.89
C 1.12 -0.76 -6.84
H 1.20 -2.89 -7.16
H 0.63 -3.42 -4.79
H 0.24 -1.52 -3.21
H 0.95 1.27 -6.15
H 1.36 -0.50 -7.87
C -1.96 9.40 0.61
C -2.51 10.14 -0.43
C -2.37 9.66 -1.72
N -1.73 8.51 -2.03
C -1.21 7.81 -0.99
C -1.30 8.21 0.33
H -2.05 9.75 1.64
H -3.03 11.07 -0.24
H -2.78 10.20 -2.57
H -0.70 6.89 -1.27
H -0.87 7.61 1.12
C -6.87 -7.52 3.62
C -8.09 -7.86 4.18
C -8.16 -8.98 5.00
N -7.09 -9.76 5.27
C -5.92 -9.41 4.71
C -5.76 -8.31 3.88
H -6.78 -6.65 2.97
H -8.98 -7.26 3.99
H -9.09 -9.28 5.46
H -5.08 -10.06 4.95
H -4.79 -8.07 3.46
C -7.62 -0.29 4.45
C -7.96 -1.41 3.70
C -7.08 -1.86 2.74
N -5.90 -1.26 2.47
C -5.59 -0.17 3.20
C -6.41 0.35 4.19
H -8.29 0.09 5.21
H -8.90 -1.93 3.88
H -7.30 -2.73 2.13
H -4.64 0.30 2.96
H -6.11 1.23 4.75
*
```

Mulliken population analysis, charges in e, atoms 1 to 6: atom 1 (C): -0.788, atom 2 (C): -0.351, atom 3 (C): -0.562, atom 4 (C): 0.467, atom 5 (C): -0.047, atom 6 (N): -0.550

***

C4H8O2 in the gas phase at a distorted geometry, computed with ωB97M-V/def2-TZVPD.

Computed properties:
HOMO-LUMO gap (Ha): 0.407
F_max (eV/Å): 3.56
SMILES: CCCC(=O)O
Calculated total energy (Eh): -307.68399
Relative energy (zero: lowest compared OMol25 entry of this formula, charge and spin) (kcal/mol): 17.8

The geometry in ORCA input format:
```
! RIJCOSX wB97M-V def2-TZVPD def2/J DEFGRID3
* xyz 0 1
C -1.06 -1.36 -0.85
C -0.84 -0.18 0.09
C 0.64 0.19 -0.32
C 1.30 1.02 0.74
O 2.46 1.17 1.07
O 0.44 1.88 1.28
H -2.10 -1.71 -0.96
H -0.72 -1.15 -1.86
H -0.42 -2.22 -0.46
H -1.62 0.51 -0.02
H -0.98 -0.62 1.06
H 0.60 0.77 -1.28
H 1.37 -0.71 -0.45
H 0.92 2.40 1.94
*
```

Mulliken population analysis, charges in e, atoms 1 to 6: atom 1 (C): -1.203, atom 2 (C): -0.351, atom 3 (C): -0.306, atom 4 (C): 0.426, atom 5 (O): -0.618, atom 6 (O): -0.426

***

2 unconnected molecules or ions with the total composition C11H18 at a distorted geometry, computed with ωB97M-V/def2-TZVPD.

Computed properties:
HOMO-LUMO gap (spin up / spin down) (Ha): 0.356 / 0.216
F_max (eV/Å): 2.17
<S²>: 0.77
Calculated total energy (Eh): -429.56580
Relative energy (zero: lowest compared OMol25 entry of this formula, charge and spin) (kcal/mol): 32.5

The geometry in ORCA input format:
```
! RIJCOSX wB97M-V def2-TZVPD def2/J DEFGRID3
* xyz 1 2
C 3.11 0.76 0.79
C 3.05 -0.73 -1.30
C 2.43 -0.14 -0.20
C 2.30 -1.53 -2.23
C 0.95 -1.72 -2.07
C 1.17 -0.66 0.09
C 0.42 -1.50 -0.81
H 4.13 -0.70 -1.38
H 2.86 -2.02 -3.01
H 3.47 1.72 0.44
H 3.91 0.19 1.27
H 0.38 -2.18 -2.86
H 0.69 -0.26 0.97
H -0.51 -1.96 -0.52
H 2.39 1.02 1.57
C -1.90 0.63 0.38
C -2.52 -0.73 0.67
C -2.91 1.62 -0.21
C -1.24 1.23 1.63
H -1.13 0.51 -0.38
H -3.37 -0.85 -0.02
H -3.71 1.71 0.52
H -2.39 2.53 -0.47
H -3.41 1.17 -1.06
H -1.58 0.87 2.60
H -0.17 1.09 1.71
H -1.37 2.31 1.75
H -3.27 -0.88 1.46
H -1.77 -1.51 0.68
*
```

Mulliken population analysis, charges in e, atoms 1 to 6: atom 1 (C): -1.303, atom 2 (C): -0.193, atom 3 (C): 0.488, atom 4 (C): -0.360, atom 5 (C): -0.686, atom 6 (C): -0.023